Record 1
Molecular formula: C2F3NO
Method: DFT, ωB97M-V/def2-TZVPD

The max |F| comes out at 3.0 eV/Å. For the molar mass, the calculation gives 111.0 g mol⁻¹. Its relative energy (zero: lowest compared OMol25 entry of this formula, charge and spin) is 377.9 kJ/mol. For the HOMO energy (alpha / beta), the calculation gives -11.80 / -8.89 eV.

Geometry as XYZ:
```
7
Properties=species:S:1:pos:R:3:forces:R:3:mulliken_charge:R:1
C -2.038 0.090 0.779 1.871 -0.482 -1.116 0.634
C 1.557 -0.153 -0.603 -2.665 0.597 1.143 0.583
N -2.938 0.532 1.409 -1.825 0.768 1.246 -0.373
O -1.118 -0.312 0.150 0.023 -0.362 -0.216 -0.345
F 2.156 0.988 -0.459 1.019 0.235 -0.285 -0.154
F 1.948 -1.095 0.198 0.904 -0.481 -0.024 -0.172
F 1.324 -0.521 -1.822 0.673 -0.275 -0.749 -0.174
```
Positions in Å, forces in eV/Å.



Record 2
Molecular formula: C6H12N6
Method: DFT, ωB97M-V/def2-TZVPD

The max |F| comes out at 4.8 eV/Å. As for the charge: +2. For the molar mass, the calculation gives 168.2 g mol⁻¹. Its relative energy (zero: lowest compared OMol25 entry of this formula, charge and spin) is 310.9 kJ/mol. For the HOMO energy, the calculation gives -17.65 eV.

Geometry as XYZ:
```
24
Properties=species:S:1:pos:R:3:forces:R:3:mulliken_charge:R:1
N 3.261 -2.611 -0.277 -0.261 0.969 0.289 -0.254
C 2.941 -1.497 -0.254 -0.295 -0.112 -1.447 -0.114
C 2.319 -0.173 -0.390 0.292 -0.966 2.724 0.783
C 2.756 0.710 0.567 3.227 -2.311 -2.719 -0.474
C 2.221 1.940 0.831 -3.713 1.342 1.478 -0.123
N 0.906 2.161 0.807 2.541 -1.615 -0.687 -0.120
C 1.094 -0.023 -1.243 0.835 -0.318 -1.537 -0.864
C -0.220 -0.491 -0.590 -0.316 -0.557 -2.282 0.384
N -1.320 0.143 -1.030 -2.594 -2.185 0.363 0.014
N -2.672 -0.420 -1.016 0.377 1.120 1.898 -0.730
N -0.238 -1.539 0.200 2.726 0.180 -0.918 0.339
N -1.305 -1.929 0.955 0.847 0.344 2.218 -0.818
H 3.839 0.552 0.862 -1.521 0.053 0.290 0.382
H 2.787 2.672 1.362 0.502 0.706 -0.038 0.469
H 0.247 1.433 0.514 0.222 0.821 0.486 0.197
H 0.610 2.927 1.338 -1.113 1.565 0.513 0.284
H 0.943 1.044 -1.365 0.059 0.233 -0.474 0.643
H 1.392 -0.434 -2.324 -1.320 0.470 2.260 0.366
H -1.412 0.887 -1.705 1.252 0.375 0.024 0.286
H -3.002 -1.115 -1.659 1.008 -0.301 -0.880 0.255
H -3.076 -0.561 -0.091 0.508 0.459 -0.321 0.300
H 0.660 -2.107 0.172 -1.425 0.686 0.387 0.231
H -0.986 -2.544 1.710 -0.066 0.427 -0.238 0.289
H -1.932 -2.419 0.409 -1.771 -1.386 -1.390 0.274
```
Positions in Å, forces in eV/Å.



Record 3
Molecular formula: C4H5AgMgO2
Method: DFT, ωB97M-V/def2-TZVPD

The max |F| comes out at 1.5 eV/Å. As for the charge: +1. For the molar mass, the calculation gives 217.3 g mol⁻¹. Its spin multiplicity is 2. Its relative energy (zero: lowest compared OMol25 entry of this formula, charge and spin) is 299.2 kJ/mol. For the HOMO energy (alpha / beta), the calculation gives -8.59 / -8.59 eV.

Geometry as XYZ:
```
13
Properties=species:S:1:pos:R:3:forces:R:3:lowdin_spin:R:1
H -1.472 -0.627 -4.248 -0.035 0.023 0.005 0.932
C -1.253 0.715 0.106 -0.406 0.906 -0.848 0.000
C -0.427 -0.328 -0.358 0.825 -1.012 0.267 0.004
C 0.783 -0.745 0.223 -1.370 -0.530 -0.169 0.000
C 1.511 -0.060 1.197 -0.083 0.402 0.835 0.000
O 2.579 -0.531 1.716 0.377 0.342 -0.719 0.000
Mg 3.940 -0.104 3.020 -0.257 -0.172 0.176 0.000
H -0.963 1.252 1.027 -0.195 -0.155 -0.165 0.000
H -0.847 -0.952 -1.152 0.208 0.303 0.117 0.009
H 1.158 -1.737 -0.042 0.066 0.388 -0.103 0.000
H 1.137 0.903 1.581 0.185 -0.170 -0.269 0.000
O -2.277 1.126 -0.502 -0.148 -0.252 -0.062 0.008
Ag -3.869 1.089 -2.567 0.832 -0.074 0.936 0.046
```
Positions in Å, forces in eV/Å.



Record 4
Molecular formula: C22H44BaN9O2Se3Si
Method: DFT, ωB97M-V/def2-TZVPD

The max |F| comes out at 0.9 eV/Å. As for the charge: +1. For the molar mass, the calculation gives 868.9 g mol⁻¹. Its relative energy (zero: lowest compared OMol25 entry of this formula, charge and spin) is 33.9 kJ/mol. For the HOMO energy, the calculation gives -8.33 eV.

Geometry as XYZ:
```
82
Properties=species:S:1:pos:R:3:forces:R:3:mulliken_charge:R:1
Ba -0.072 -0.126 -0.146 0.703 0.495 0.303 1.676
C -2.082 -1.302 4.711 0.066 0.103 -0.016 -1.070
Se -1.289 -1.503 2.948 0.023 -0.157 -0.027 0.240
C 0.217 -2.641 3.455 -0.201 -0.092 0.005 -0.959
C 1.453 -1.873 3.863 0.148 0.050 0.010 -0.702
Se 2.409 -1.220 2.290 -0.056 0.196 0.184 0.174
C 3.617 -0.038 3.243 0.022 0.032 -0.100 -1.094
H -2.467 -2.262 5.042 0.007 -0.007 0.005 0.326
H -2.900 -0.591 4.619 0.001 -0.008 -0.016 0.333
H -1.346 -0.914 5.410 -0.003 -0.003 0.003 0.321
H 0.408 -3.295 2.603 -0.003 -0.015 0.022 0.366
H -0.133 -3.271 4.273 -0.027 0.006 -0.023 0.464
H 2.138 -2.520 4.413 0.000 0.023 0.007 0.485
H 1.201 -1.014 4.485 0.018 -0.016 0.015 0.344
H 3.054 0.733 3.762 -0.002 0.012 -0.011 0.339
H 4.272 0.414 2.503 0.003 0.026 0.006 0.278
H 4.208 -0.623 3.942 -0.008 -0.003 0.002 0.400
C -0.750 4.035 2.985 0.000 0.019 0.089 -0.643
O -1.055 4.244 1.597 0.010 -0.003 -0.115 -0.456
C -0.965 3.173 0.823 0.107 -0.139 0.184 0.462
O -0.697 2.049 1.241 -0.098 0.143 -0.091 -0.392
N -1.211 3.477 -0.468 -0.115 0.111 0.003 -0.083
N -1.044 2.486 -1.435 0.235 -0.128 -0.062 -0.354
H -0.897 5.000 3.457 0.002 -0.002 0.005 0.225
H 0.283 3.710 3.097 -0.007 0.001 -0.012 0.275
H -1.420 3.292 3.412 -0.001 0.004 -0.003 0.300
H -1.252 4.453 -0.726 0.029 -0.063 -0.018 0.245
H -0.177 2.636 -1.958 -0.185 -0.060 0.075 -0.156
H -1.839 2.487 -2.063 -0.007 0.032 -0.026 0.283
C 1.747 1.712 -3.761 -0.064 -0.062 0.031 -1.824
Si 2.413 1.061 -2.064 -0.027 0.215 -0.042 -0.118
C 3.672 -0.326 -2.596 -0.076 -0.062 0.032 2.239
C 2.829 -1.373 -3.338 0.049 0.029 0.008 -1.972
C 4.274 -1.005 -1.362 0.013 0.001 -0.040 -1.374
C 4.810 0.108 -3.519 0.004 -0.004 0.023 -1.916
C 3.336 2.658 -1.399 -0.031 -0.014 0.029 2.293
C 4.213 2.317 -0.191 -0.048 0.004 -0.047 -2.015
C 4.173 3.409 -2.437 -0.013 0.002 0.024 -1.800
C 2.247 3.618 -0.901 0.014 -0.046 0.046 -1.808
H 2.544 1.967 -4.465 0.024 -0.034 -0.015 0.426
H 1.147 2.624 -3.652 0.022 -0.008 0.017 0.568
H 1.105 0.972 -4.250 0.009 0.021 0.004 0.414
H 1.986 -1.707 -2.721 -0.028 -0.005 -0.024 0.155
H 3.434 -2.253 -3.589 -0.008 -0.002 0.017 0.504
H 2.417 -0.979 -4.269 0.004 -0.013 -0.001 0.420
H 3.494 -1.301 -0.651 0.005 0.014 -0.001 -0.134
H 4.967 -0.351 -0.832 0.004 -0.012 0.007 0.294
H 4.825 -1.910 -1.648 -0.003 0.003 0.015 0.553
H 4.444 0.634 -4.404 0.006 0.009 -0.004 0.332
H 5.374 -0.767 -3.865 0.002 0.011 -0.014 0.486
H 5.517 0.762 -3.007 0.017 0.015 0.008 0.369
H 5.098 1.747 -0.476 -0.001 -0.001 -0.004 0.353
H 3.643 1.725 0.535 0.037 -0.029 0.064 0.189
H 4.557 3.228 0.314 0.003 -0.011 -0.013 0.507
H 4.998 2.807 -2.814 0.018 -0.012 -0.014 0.277
H 4.604 4.316 -1.995 0.001 -0.004 -0.008 0.499
H 3.570 3.718 -3.292 0.000 0.013 -0.011 0.381
H 1.668 3.157 -0.092 -0.042 0.023 -0.009 0.127
H 1.563 3.916 -1.704 0.013 0.002 0.003 0.337
H 2.693 4.538 -0.503 -0.003 0.001 -0.019 0.530
N 1.257 -4.716 -3.214 -0.051 -0.145 -0.046 -0.563
N 1.317 -4.162 -1.949 -0.140 -0.001 -0.058 1.129
N 2.381 -4.258 -1.197 0.092 -0.104 -0.013 -0.939
C 2.039 -3.503 -0.163 -0.158 -0.064 0.012 -0.423
N 0.805 -2.987 -0.305 0.270 0.020 -0.008 0.093
N 0.365 -3.420 -1.477 0.025 -0.107 -0.126 -0.383
H 1.866 -5.528 -3.223 0.063 0.105 0.053 0.313
H 0.301 -5.009 -3.390 0.002 0.100 0.053 0.282
H 2.681 -3.333 0.684 -0.018 -0.030 -0.068 0.554
Se -2.547 -2.689 -0.466 0.003 -0.083 0.060 0.447
N -2.054 -1.331 -1.537 -0.632 -0.538 -0.124 -0.218
C -3.119 -1.056 -2.280 0.109 0.216 -0.132 0.474
C -3.145 -0.075 -3.317 0.083 0.081 -0.077 -0.642
C -4.295 0.114 -4.006 -0.013 -0.003 0.000 -0.716
C -5.485 -0.639 -3.720 0.011 -0.005 0.012 -0.519
C -5.500 -1.594 -2.762 -0.113 0.000 -0.060 -0.678
C -4.307 -1.833 -2.018 0.254 -0.009 0.130 0.706
N -4.185 -2.742 -1.067 -0.277 -0.068 -0.072 -0.738
H -2.233 0.452 -3.572 -0.035 0.021 0.027 0.623
H -4.323 0.836 -4.811 -0.007 0.001 0.000 0.430
H -6.374 -0.440 -4.303 -0.008 -0.006 0.003 0.389
H -6.375 -2.189 -2.541 -0.024 0.025 -0.027 0.461
```
Positions in Å, forces in eV/Å.



Record 5
Molecular formula: C5H8N4O2S
Method: DFT, ωB97M-V/def2-TZVPD

The max |F| comes out at 3.6 eV/Å. For the molar mass, the calculation gives 188.2 g mol⁻¹. Its relative energy (zero: lowest compared OMol25 entry of this formula, charge and spin) is 631.0 kJ/mol. For the HOMO energy, the calculation gives -7.92 eV.

Geometry as XYZ:
```
20
Properties=species:S:1:pos:R:3:forces:R:3:mulliken_charge:R:1
H -2.118 0.737 -1.779 -0.050 0.434 -0.514 0.240
N -1.621 0.360 -0.992 0.392 -0.463 0.055 -0.458
C -0.734 -0.466 -1.340 1.091 -1.972 -0.168 -0.239
C -0.020 -1.401 -0.296 -2.072 1.710 0.095 -0.187
S -1.379 -2.433 0.400 1.073 -1.121 -0.695 -0.159
C 0.651 -0.587 0.882 -0.561 -2.829 0.586 -0.518
N 0.008 0.628 1.429 2.603 -2.276 -1.004 -0.033
C 0.765 1.699 0.966 -1.928 0.585 0.434 -0.263
C 1.869 1.285 0.313 1.413 1.355 -0.753 -0.407
N 1.911 -0.154 0.380 -0.104 3.187 0.155 0.192
N 2.841 -0.979 -0.105 -1.206 0.981 0.761 0.979
O 3.777 -0.541 -0.689 1.870 1.607 -1.165 -0.706
O 2.635 -2.133 0.105 -0.334 -3.013 0.593 -0.666
H -0.420 -0.836 -2.375 -0.817 1.103 0.796 0.345
H 0.684 -2.060 -0.815 -0.213 0.261 0.460 0.456
H -1.843 -1.419 1.055 -0.824 0.970 0.663 0.124
H 0.855 -1.334 1.672 -0.376 0.249 -0.136 0.266
H -0.943 0.564 1.709 -0.404 0.582 -0.187 0.294
H 0.196 2.631 1.250 1.807 -0.488 -0.975 0.360
H 2.697 1.849 -0.215 -1.359 -0.858 1.000 0.381
```
Positions in Å, forces in eV/Å.



Record 6
Molecular formula: C4H10N2O
Method: DFT, ωB97M-V/def2-TZVPD

The max |F| comes out at 0.8 eV/Å. As for the charge: -1. For the molar mass, the calculation gives 102.1 g mol⁻¹. Its spin multiplicity is 2. Its relative energy (zero: lowest compared OMol25 entry of this formula, charge and spin) is 96.0 kJ/mol. For the HOMO energy (alpha / beta), the calculation gives 1.00 / -3.41 eV.

Geometry as XYZ:
```
17
Properties=species:S:1:pos:R:3:forces:R:3:lowdin_spin:R:1
C -2.209 0.241 0.724 -0.314 -0.354 -0.043 0.038
N -1.142 -0.740 0.558 0.177 -0.235 -0.116 0.023
C -0.543 -0.708 -0.791 0.428 0.395 -0.534 0.115
C 0.290 0.495 -1.114 -0.749 0.246 -0.097 0.354
N 1.369 0.772 -0.232 0.322 0.438 0.411 0.075
C 2.195 -0.174 0.461 0.172 0.082 -0.567 0.028
O 0.246 1.080 -2.259 0.168 -0.201 0.060 0.253
H -1.979 0.974 1.489 0.028 0.284 0.081 0.003
H -2.426 0.751 -0.211 0.242 0.306 -0.112 0.005
H -3.151 -0.247 1.004 0.042 -0.110 0.179 0.005
H -0.377 -0.513 1.182 -0.177 0.019 0.100 0.005
H -1.314 -0.714 -1.563 -0.110 -0.151 0.149 0.005
H 0.017 -1.668 -0.934 -0.001 -0.174 0.186 0.060
H 1.706 1.723 -0.247 -0.110 -0.192 -0.185 0.009
H 2.194 -1.133 -0.076 0.110 0.126 0.273 0.006
H 1.895 -0.347 1.501 -0.142 -0.250 0.273 0.009
H 3.228 0.206 0.509 -0.085 -0.228 -0.058 0.007
```
Positions in Å, forces in eV/Å.